No. 1
This record from the Open Molecules 2025 dataset describes a molecular structure, C11H18Cl2LuN2 in a non-equilibrium geometry. The level of theory is ωB97M-V/def2-TZVPD.

Results
DFT total energy = -2695.35894 a.u.
LUMO energy (spin up / spin down) = 2.666 / 2.666 eV
Spin multiplicity = 1
Orbital gap (spin up / spin down) = 4.24 / 4.24 eV
Total charge = -1
Energy above the lowest of the compared OMol25 structures with the same formula, charge and spin = 278.9 kJ/mol

Geometry as XYZ:
```
34
Properties=species:S:1:pos:R:3:forces:R:3
Lu 1.4296 -0.3661 -0.3770 1.54 -2.51 3.83
Cl 1.1359 -2.9047 -0.6923 -0.32 -0.55 0.34
Cl 1.8403 1.5272 1.3819 0.19 0.12 -0.28
C 3.4902 -0.5471 -0.8494 -0.54 1.60 -2.48
H 3.7374 0.5670 -1.0309 0.46 -0.83 0.44
H 3.3311 -0.8727 -1.9802 0.59 -0.11 1.32
C -0.5947 1.1859 -1.2743 -0.68 1.13 0.45
C 0.4324 0.7239 -1.9330 2.57 -0.80 -2.44
H -0.4807 1.8222 -0.4029 0.24 0.45 -0.45
C 0.3367 -0.5783 -2.7626 -0.26 -0.09 -0.94
H 1.5674 1.0291 -1.8373 -1.31 0.40 -0.18
C -0.8233 -0.3807 -3.7259 -0.14 0.33 0.28
H 1.2853 -0.8399 -3.2797 -0.48 0.57 0.27
H 0.1263 -1.5120 -2.1714 0.07 1.00 -0.08
C -2.1025 -0.1071 -2.9362 -0.55 0.25 0.84
H -0.5841 0.5105 -4.3115 -0.12 -0.14 -0.35
H -0.9733 -1.2373 -4.3825 0.06 0.02 -0.10
C -1.9566 0.9492 -1.7619 -1.33 -0.50 -1.40
H -2.8800 0.2643 -3.6213 0.12 -0.15 0.20
H -2.5105 -1.0295 -2.4764 0.42 0.25 -0.35
H -2.3107 1.9224 -2.1779 0.11 -0.39 0.50
H -2.6372 0.6595 -0.9623 -0.08 0.14 0.10
C -1.0619 1.6728 2.2944 -0.26 0.39 0.01
C -0.9760 0.1993 2.3555 1.04 -1.03 -0.80
N -0.4517 -0.6794 1.4882 -0.99 -0.24 0.91
C -0.6317 -1.9499 2.0708 -0.07 1.44 0.37
C -1.1959 -1.7983 3.3114 0.37 -0.12 -0.85
N -1.3920 -0.4370 3.4552 -0.71 -0.26 1.18
H -1.9434 2.0020 2.8627 0.07 -0.02 -0.18
H -0.1607 2.1217 2.7257 -0.22 -0.06 -0.24
H -1.1561 2.0012 1.2575 0.01 0.10 0.43
H -0.3087 -2.8295 1.5428 0.05 -0.05 0.01
H -1.4475 -2.5301 4.0566 -0.08 0.11 0.12
H -1.7839 0.0435 4.2649 0.22 -0.43 -0.51
```
Forces are in eV/Å.

No. 2
This record from the Open Molecules 2025 dataset describes 2 unconnected molecules or ions with the total composition C11H18N in a non-equilibrium geometry. The level of theory is ωB97M-V/def2-TZVPD.

Results
DFT total energy = -484.26166 a.u.
LUMO energy = -3.954 eV
Spin multiplicity = 1
Orbital gap = 9.59 eV
Total charge = +1
Energy above the lowest of the compared OMol25 structures with the same formula, charge and spin = 509.4 kJ/mol

Geometry as XYZ:
```
30
Properties=species:S:1:pos:R:3:forces:R:3
C -0.1296 -2.0977 1.0373 -0.19 0.19 1.03
C 1.0460 2.1455 -0.7204 4.03 0.68 -0.44
C -2.2245 0.5814 -0.8558 -0.22 0.46 -0.12
C 0.8023 -0.5983 -1.8875 0.75 0.28 1.34
C 0.1539 -0.8403 1.3562 -1.21 1.27 0.70
C 0.4518 1.3197 0.3234 0.76 0.38 -0.80
C -2.5968 -0.3090 -0.1371 0.16 -1.09 -1.49
C 1.4184 -0.3850 -0.7393 0.55 -3.44 -2.19
C -0.2714 1.9964 1.3406 -3.43 1.51 -0.52
C -3.0223 -1.6082 0.4502 -0.30 1.09 -2.21
C 2.8104 -0.7169 -0.4698 2.55 -0.21 0.08
N 0.6465 0.0504 0.3511 0.51 0.87 0.24
H -0.7030 -2.6274 1.7712 0.13 -0.37 0.48
H 0.0332 -2.6683 0.1334 0.42 0.56 -0.22
H 0.3589 2.6790 -1.3020 -1.38 0.73 -0.73
H 1.7605 1.6349 -1.4239 -1.05 0.57 0.81
H 1.7128 2.9503 -0.2550 -1.12 -0.85 -0.12
H -1.9656 1.3810 -1.5354 -0.22 -0.34 0.48
H -0.1706 -0.2816 -1.8642 -2.56 0.31 -0.54
H 1.2169 -0.9241 -2.7921 0.82 -0.46 -0.90
H -0.2144 -0.2455 2.3000 0.94 -1.83 -1.88
H -0.5419 3.0738 1.0108 0.83 -1.74 0.87
H 0.3657 1.9341 2.2074 -0.49 0.26 0.97
H -1.2802 1.4391 1.3025 1.33 0.88 1.17
H -3.2220 -1.3049 1.4147 -0.22 -0.61 2.73
H -2.3287 -2.4200 0.2529 0.10 0.26 0.45
H -3.9682 -1.9261 0.0180 -0.16 0.23 -0.17
H 3.2159 -1.7394 -0.6934 -1.11 0.43 0.98
H 3.0880 -0.2829 0.4790 0.21 -0.79 0.82
H 3.5580 -0.2099 -1.0728 -0.42 0.80 -0.82
```
Forces are in eV/Å.

What is the DFT total energy in the second record?
-484.26166 a.u.